# 1
Below is C40H50O3P2PdS2 as an isolated structure, with properties calculated with ωB97M-V/def2-TZVPD.

Structure (XYZ):
```
98
Properties=species:S:1:pos:R:3:forces:R:3:lowdin_charge:R:1
Pd 0.462 0.657 -0.437 0.050 0.179 0.171 0.69
C 3.265 -0.690 1.091 0.262 -0.163 -0.407 -0.35
C 2.324 -0.417 2.225 -0.857 -0.160 1.206 -0.37
P 0.543 -0.079 1.811 -0.196 -0.331 1.050 1.02
C -0.195 -1.752 2.015 -0.766 -0.182 -0.076 -0.36
C 0.415 -2.802 1.326 0.829 0.790 -0.489 -0.11
C -0.130 -4.056 1.276 -0.963 -0.630 0.553 -0.06
C -1.353 -4.329 1.916 0.564 0.013 -0.351 -0.05
C -1.998 -3.315 2.601 1.024 0.656 -0.433 -0.07
C -1.420 -2.044 2.647 -0.112 1.135 0.283 -0.11
C 0.012 0.933 3.243 0.048 -0.403 0.227 -0.37
C -0.292 0.344 4.483 -0.430 0.476 0.323 -0.07
C -0.668 1.190 5.571 0.502 -1.338 -0.721 -0.05
C -0.649 2.561 5.419 -0.557 -0.123 -0.697 -0.05
C -0.377 3.123 4.154 -0.298 0.032 1.323 -0.07
C -0.053 2.330 3.095 0.237 -0.412 -1.176 -0.13
P 2.866 0.394 -0.332 0.149 -0.056 -0.752 1.04
C 4.101 0.266 -1.679 -0.169 -0.630 0.458 -0.34
C 4.875 1.341 -2.073 0.041 -0.126 0.477 -0.09
C 5.826 1.205 -3.054 0.634 1.294 -1.193 -0.06
C 5.953 0.018 -3.744 0.402 -0.770 -0.493 -0.06
C 5.189 -1.075 -3.376 -0.481 -0.902 0.393 -0.06
C 4.291 -0.961 -2.315 -0.753 0.015 -0.222 -0.10
C 2.799 2.104 0.241 0.173 -0.091 -0.101 -0.40
C 2.027 2.998 -0.524 0.392 -0.037 -0.351 -0.13
C 1.843 4.286 -0.038 -0.365 0.473 0.214 -0.05
C 2.267 4.631 1.242 0.248 0.033 -0.450 -0.05
C 3.099 3.781 1.936 0.515 -0.382 0.845 -0.05
C 3.397 2.539 1.427 -0.192 -0.999 -0.124 -0.08
H 3.182 -1.737 0.788 0.084 0.174 -0.297 0.08
H 4.290 -0.552 1.413 0.338 0.112 -0.039 0.10
H 2.653 0.406 2.847 0.027 0.401 -0.121 0.07
H 2.262 -1.242 2.948 0.219 -0.089 -0.351 0.11
H 1.322 -2.597 0.740 -0.347 -0.210 0.304 0.10
H 0.362 -4.836 0.726 0.141 -0.208 -0.164 0.11
H -1.809 -5.308 1.807 0.120 0.114 0.140 0.12
H -2.957 -3.446 3.036 -0.615 -0.271 0.434 0.11
H -1.957 -1.221 3.166 0.335 -0.748 -0.428 0.11
H -0.347 -0.759 4.597 0.271 0.986 -0.002 0.11
H -0.984 0.708 6.504 0.220 0.377 -0.322 0.12
H -1.015 3.171 6.229 0.218 0.240 0.090 0.11
H -0.501 4.182 4.022 0.132 0.327 -0.032 0.11
H 0.091 2.800 2.103 0.011 -0.413 0.528 0.10
H 4.774 2.253 -1.552 -0.069 1.038 0.348 0.09
H 6.412 2.090 -3.391 -0.443 -0.814 0.519 0.14
H 6.648 -0.125 -4.576 -0.154 0.388 0.356 0.13
H 5.278 -2.042 -3.897 0.022 0.630 0.269 0.12
H 3.614 -1.763 -2.026 0.389 -0.242 -0.187 0.10
H 1.701 2.709 -1.534 0.056 0.229 0.414 0.09
H 1.393 5.069 -0.636 -0.307 -0.278 -0.083 0.12
H 2.034 5.582 1.679 -0.097 0.406 -0.110 0.12
H 3.546 4.037 2.897 -0.260 0.223 -0.248 0.13
H 4.036 1.841 1.966 -0.022 0.345 -0.024 0.12
C -3.247 -6.881 -1.649 0.941 1.028 -0.532 -0.03
C -3.041 -5.428 -1.253 1.003 0.361 -0.676 -0.22
C -3.881 -4.781 -0.358 -0.204 0.733 -0.005 -0.03
C -3.703 -3.420 -0.085 0.836 -0.300 -0.985 -0.08
C -2.669 -2.735 -0.711 -0.283 0.504 0.413 -0.39
C -1.756 -3.347 -1.548 -0.228 -0.711 -0.585 -0.08
C -1.954 -4.677 -1.845 -1.327 -1.006 0.936 -0.01
S -2.428 -1.023 -0.300 0.105 -0.658 0.275 0.96
C -3.525 -0.123 -1.355 -0.435 1.579 2.262 -0.20
O -1.058 -0.763 -0.922 0.313 0.125 -0.572 -0.66
H -3.671 -7.486 -0.868 -0.416 -0.149 0.148 0.08
H -2.266 -7.272 -1.904 0.101 -0.317 0.076 0.08
H -3.802 -6.915 -2.591 -0.325 -0.156 0.311 0.10
H -4.729 -5.269 0.111 0.193 -0.248 -0.107 0.13
H -4.339 -2.877 0.574 -0.530 0.126 0.507 0.11
H -0.926 -2.850 -2.032 -0.140 0.283 0.318 0.09
H -1.263 -5.163 -2.517 -0.042 -0.213 -0.069 0.12
H -3.285 -0.247 -2.377 0.306 0.009 -1.047 0.05
H -3.341 0.918 -0.899 -0.379 -1.108 -1.257 0.07
H -4.564 -0.398 -1.126 0.288 -0.039 -0.099 0.08
C 0.398 -1.000 -4.115 0.636 1.392 -0.076 -0.21
S -0.327 0.656 -3.860 0.888 -0.031 -0.873 0.90
C 0.610 1.496 -5.179 0.354 -1.233 0.243 -0.21
O 0.402 1.182 -2.648 0.218 0.324 0.914 -0.68
H -0.190 -1.510 -4.858 -0.052 -0.328 -0.329 0.06
H 0.285 -1.441 -3.136 0.144 -0.362 0.186 0.01
H 1.466 -0.835 -4.412 -0.954 -0.442 0.339 0.08
H 0.495 0.917 -6.091 -0.116 0.052 -0.189 0.06
H 1.673 1.487 -4.883 -0.481 -0.054 0.063 0.07
H 0.273 2.494 -5.318 -0.442 0.804 -0.011 0.05
C -1.550 3.730 -1.587 -1.082 0.078 0.828 -0.05
C -2.082 3.989 -0.144 1.489 -1.298 -0.979 -0.24
O -2.378 2.724 0.438 0.152 -0.364 -0.659 -0.20
C -3.133 2.825 1.617 -0.390 0.053 0.338 -0.28
C -3.335 1.468 2.233 -0.546 0.027 0.552 -0.06
H -1.389 4.698 -2.098 0.322 -0.591 0.202 0.09
H -2.332 3.189 -2.139 0.162 0.186 0.032 0.08
H -0.680 3.055 -1.547 -0.131 0.656 -0.128 0.02
H -2.948 4.598 -0.113 -0.921 0.772 -0.186 0.11
H -1.287 4.454 0.435 0.108 0.322 0.281 0.10
H -4.115 3.281 1.431 0.115 0.113 -0.178 0.13
H -2.604 3.467 2.323 0.038 0.121 0.164 0.11
H -4.022 0.811 1.696 0.236 0.077 -0.389 0.07
H -3.843 1.618 3.192 0.265 -0.026 0.068 0.10
H -2.382 0.981 2.411 0.010 -0.170 -0.002 0.04
```
Positions in Å, forces in eV/Å.

Results
Relative energy (zero: lowest compared OMol25 entry of this formula, charge and spin) in eV: 0.000
Total charge: +2
Strongest force on any atom in hartree/bohr: 0.054
Kohn-Sham gap (spin up / spin down) in eV: 8.202 / 6.477
2S+1: 3
Highest occupied orbital energy (spin up / spin down) in eV: -12.64 / -13.59


# 2
Below is a 12-piece molecular cluster, H24O12 overall, with properties calculated with ωB97M-V/def2-TZVPD.

Structure (XYZ):
```
36
Properties=species:S:1:pos:R:3:forces:R:3:lowdin_charge:R:1
O 0.712 -0.164 0.381 -0.284 -0.054 -0.468 -0.05
H 0.273 -0.065 -0.471 0.336 -0.015 -0.019 0.01
H -0.012 -0.280 1.006 0.232 0.126 0.441 0.01
O -2.361 -0.478 4.774 -0.006 0.289 -0.126 -0.05
H -1.462 -0.183 4.588 0.164 -0.252 0.114 0.01
H -2.891 0.324 4.700 -0.122 -0.131 0.099 0.04
O -2.570 -0.016 -0.901 1.031 -2.598 0.058 -0.10
H -1.671 -0.222 -0.620 -0.131 -0.271 0.017 0.02
H -3.096 -0.747 -0.558 0.003 -0.037 0.237 0.08
O -0.175 0.848 2.947 -0.349 0.073 0.200 -0.04
H -1.091 1.073 3.148 -0.016 0.040 -0.151 0.03
H 0.309 1.665 3.112 0.215 -0.022 -0.143 0.06
O 2.894 3.071 1.868 -0.004 -0.052 -0.042 -0.06
H 2.488 3.198 1.004 0.009 -0.035 0.014 0.03
H 3.581 2.414 1.710 -0.092 0.034 0.017 0.04
O -1.842 -4.547 -2.748 0.185 0.077 0.001 -0.06
H -1.260 -4.589 -3.514 -0.115 -0.006 0.035 0.03
H -1.583 -3.734 -2.300 -0.088 -0.055 -0.054 0.03
O -2.544 1.490 -2.521 0.116 1.598 -1.356 -0.06
H -2.673 2.423 -2.319 0.069 0.139 -0.269 0.05
H -1.589 1.400 -2.613 -0.180 0.022 0.096 0.03
O -0.616 -0.875 -4.850 0.237 0.079 0.170 -0.05
H -0.653 -0.013 -4.419 -0.177 -0.087 -0.129 0.01
H 0.319 -1.107 -4.828 -0.065 -0.041 -0.075 0.03
O 2.366 3.047 -2.487 -0.004 -0.085 -0.130 -0.06
H 3.189 3.295 -2.923 -0.045 0.022 0.079 0.04
H 1.964 2.410 -3.088 0.065 0.076 0.082 0.03
O 4.317 -2.575 -0.125 -0.041 -0.163 0.041 -0.06
H 4.064 -2.658 0.801 -0.051 0.109 -0.077 0.02
H 3.747 -3.205 -0.581 0.056 0.091 0.033 0.03
O -3.578 1.437 0.579 -0.771 1.482 1.274 -0.08
H -3.751 1.629 -0.350 0.175 -0.244 0.203 0.02
H -2.618 1.477 0.652 -0.364 -0.070 -0.171 0.02
O 2.234 -1.913 3.511 0.253 -0.073 -0.009 -0.06
H 2.797 -2.673 3.699 -0.111 0.023 0.052 0.03
H 2.783 -1.154 3.738 -0.130 0.009 -0.042 0.03
```
Positions in Å, forces in eV/Å.

Results
Relative energy (zero: lowest compared OMol25 entry of this formula, charge and spin) in eV: 4.258
SMILES: O.O.O.O.O.O.O.O.O.O.O.O
Strongest force on any atom in hartree/bohr: 0.054
Kohn-Sham gap in eV: 9.676
Highest occupied orbital energy in eV: -10.20


# 3
Below is C35H39InN4OSi as an isolated structure, with properties calculated with ωB97M-V/def2-TZVPD.

Structure (XYZ):
```
81
Properties=species:S:1:pos:R:3:forces:R:3:lowdin_charge:R:1
In -0.045 -0.106 1.253 0.101 -0.077 0.651 0.93
C -0.355 1.186 4.185 -0.088 -0.035 -0.009 -0.13
C -1.629 1.866 3.694 0.070 -0.018 0.016 -0.09
C -1.652 2.410 2.292 -0.075 -0.088 -0.095 -0.23
C -2.011 3.724 2.063 -0.044 -0.010 0.020 0.02
C -2.210 4.179 0.766 -0.018 0.038 -0.033 0.01
C -2.059 3.300 -0.290 -0.052 0.015 0.024 0.00
C -1.664 2.010 -0.011 0.006 -0.030 0.108 -0.09
N -1.451 1.567 1.247 0.137 0.290 -0.265 0.04
N -0.121 -0.166 3.617 -0.014 0.040 0.008 -0.22
C 1.218 -0.639 4.018 0.002 0.031 0.010 -0.10
C 2.323 -0.002 3.212 -0.043 0.026 0.015 -0.24
C 3.617 0.067 3.691 -0.006 0.022 0.031 0.02
C 4.611 0.565 2.864 0.038 0.007 -0.010 0.01
C 4.284 0.976 1.579 0.018 0.017 0.031 0.00
C 2.972 0.880 1.168 -0.040 -0.021 0.053 -0.07
N 2.006 0.416 1.981 0.119 -0.147 -0.125 0.04
C -1.129 -1.151 4.042 -0.002 -0.029 -0.056 -0.09
C -1.210 -2.316 3.078 0.044 0.018 -0.012 -0.23
C -1.749 -3.529 3.458 0.032 -0.007 0.036 0.02
C -1.835 -4.548 2.521 -0.004 -0.041 -0.010 0.01
C -1.360 -4.336 1.234 0.009 -0.024 0.012 0.00
C -0.825 -3.106 0.923 0.016 0.051 0.066 -0.07
N -0.767 -2.113 1.831 -0.061 -0.122 -0.134 0.04
H -0.392 1.112 5.277 0.001 -0.022 0.001 0.15
H 0.514 1.796 3.934 0.009 0.019 -0.001 0.14
H -1.835 2.690 4.375 0.024 0.018 -0.003 0.13
H -2.486 1.195 3.791 -0.029 0.012 0.051 0.12
H -2.159 4.386 2.905 -0.009 -0.006 0.001 0.13
H -2.492 5.209 0.588 -0.001 -0.004 0.012 0.13
H -2.219 3.603 -1.316 0.021 -0.024 -0.009 0.13
H -1.500 1.300 -0.813 -0.043 0.068 0.060 0.08
H 1.262 -1.721 3.864 -0.001 -0.002 -0.016 0.15
H 1.377 -0.460 5.086 0.005 -0.006 0.003 0.15
H 3.843 -0.276 4.692 -0.005 0.009 0.001 0.13
H 5.632 0.624 3.215 -0.005 0.006 0.001 0.13
H 5.032 1.360 0.901 -0.003 -0.007 -0.002 0.13
H 2.673 1.158 0.168 0.009 -0.057 0.010 0.10
H -2.109 -0.680 4.088 -0.006 0.040 -0.013 0.13
H -0.911 -1.519 5.049 -0.008 0.003 0.002 0.15
H -2.093 -3.674 4.473 -0.005 -0.001 -0.005 0.14
H -2.258 -5.504 2.797 -0.002 0.004 -0.002 0.13
H -1.396 -5.112 0.483 0.002 0.001 0.002 0.13
H -0.421 -2.883 -0.057 -0.037 0.052 -0.019 0.11
C 1.441 -2.879 -2.538 0.014 -0.038 -0.035 -0.08
C 1.679 -1.426 -2.967 0.003 -0.020 -0.189 -0.60
C 3.048 -0.948 -2.463 0.033 -0.021 0.060 -0.08
C 1.658 -1.340 -4.500 0.005 0.004 0.029 -0.07
Si 0.374 -0.344 -2.165 0.031 -0.141 0.399 0.53
O 0.624 -0.523 -0.531 -0.127 0.142 -0.604 -0.35
C 0.561 1.468 -2.603 -0.030 0.123 0.001 -0.22
C 0.244 1.938 -3.883 0.007 -0.001 0.036 -0.07
C 0.362 3.281 -4.210 -0.016 0.000 -0.006 -0.06
C 0.798 4.194 -3.259 0.003 0.014 -0.011 -0.07
C 1.108 3.759 -1.979 0.021 -0.043 0.007 -0.08
C 0.985 2.411 -1.664 0.055 0.041 -0.065 -0.13
C -1.405 -0.848 -2.524 -0.088 -0.017 0.017 -0.20
C -1.900 -1.001 -3.825 0.005 0.015 0.035 -0.08
C -3.221 -1.351 -4.065 0.020 0.011 -0.018 -0.06
C -4.097 -1.548 -3.007 -0.018 0.004 -0.013 -0.06
C -3.646 -1.384 -1.707 0.040 0.018 0.009 -0.07
C -2.318 -1.041 -1.482 -0.004 -0.064 -0.070 -0.13
H 2.205 -3.531 -2.970 0.003 0.013 0.013 0.10
H 0.469 -3.245 -2.880 0.007 0.006 0.014 0.09
H 1.494 -2.987 -1.451 0.016 -0.001 0.003 0.06
H 3.848 -1.506 -2.956 -0.019 -0.018 0.007 0.09
H 3.150 -1.103 -1.385 -0.004 0.015 -0.009 0.07
H 3.211 0.112 -2.676 0.000 -0.001 -0.023 0.08
H 2.459 -1.956 -4.919 0.013 -0.004 0.040 0.09
H 1.820 -0.320 -4.855 -0.020 0.007 0.000 0.08
H 0.723 -1.715 -4.919 -0.016 0.010 -0.012 0.07
H -0.107 1.249 -4.643 -0.001 0.001 -0.005 0.10
H 0.114 3.617 -5.208 0.007 -0.001 -0.001 0.11
H 0.898 5.240 -3.517 -0.002 -0.001 0.001 0.11
H 1.450 4.467 -1.234 -0.006 -0.005 0.001 0.11
H 1.217 2.094 -0.652 -0.029 0.034 -0.037 0.06
H -1.250 -0.842 -4.677 0.020 -0.031 -0.018 0.09
H -3.570 -1.469 -5.082 0.006 0.000 0.000 0.12
H -5.126 -1.821 -3.196 0.003 0.004 -0.003 0.11
H -4.326 -1.521 -0.875 0.014 -0.008 0.002 0.11
H -1.997 -0.922 -0.450 -0.011 -0.056 0.039 0.05
```
Positions in Å, forces in eV/Å.

Results
Relative energy (zero: lowest compared OMol25 entry of this formula, charge and spin) in eV: 0.000
Total charge: +2
Strongest force on any atom in hartree/bohr: 0.013
Kohn-Sham gap in eV: 8.017
Highest occupied orbital energy in eV: -13.54


# 4
Below is a 2-piece molecular cluster, Cl2O2P overall, with properties calculated with ωB97M-V/def2-TZVPD.

Structure (XYZ):
```
5
Properties=species:S:1:pos:R:3:forces:R:3:lowdin_charge:R:1
O 1.111 1.154 -0.957 2.294 -0.005 -1.324 -0.34
O -0.729 1.302 0.710 -2.010 0.440 2.073 -0.33
P -0.004 0.574 -0.274 0.664 0.499 0.439 -0.01
Cl 0.460 -2.199 1.770 0.019 0.554 -0.445 -0.74
Cl -0.838 -0.831 -1.248 -0.966 -1.487 -0.743 0.42
```
Positions in Å, forces in eV/Å.

Results
Relative energy (zero: lowest compared OMol25 entry of this formula, charge and spin) in eV: 1.584
Total charge: -1
Strongest force on any atom in hartree/bohr: 0.057
Kohn-Sham gap in eV: 7.327
Highest occupied orbital energy in eV: -4.44